Entry 1:
Molecular formula: C19H22N3O4P
Method: DFT, ωB97M-V with the def2-TZVPD basis set

```
49
Properties=species:S:1:pos:R:3:forces:R:3
O -0.95142 1.05804 -1.37366 0.65 -1.21 -1.25
O 3.88938 0.78467 0.80683 -3.48 0.94 -0.12
O 2.09522 1.84514 4.11634 -1.41 0.84 -1.04
O 1.47924 0.28371 1.63803 -0.82 1.06 0.17
C -0.21032 0.19858 -1.88111 1.49 0.80 1.16
C 1.25673 0.03372 -1.63748 -1.47 -3.06 -1.01
C 1.55051 -1.29447 -2.01290 -1.69 0.84 -0.49
C -4.80178 -1.59022 -2.50608 1.56 0.99 -0.84
C -1.44813 2.53297 3.65154 -4.80 0.22 -2.69
C -1.83071 1.76263 2.44713 1.82 1.34 3.11
C -3.92983 -2.31977 -1.70971 1.50 -1.36 2.69
C -4.22366 -0.60308 -3.32109 1.08 -1.07 0.82
C -0.22607 2.53403 4.19154 1.71 -1.97 -2.50
C -0.82021 1.03661 1.89898 0.39 -1.86 -1.17
C -2.50169 -2.18002 -1.68124 -1.01 2.68 -2.55
C -2.80438 -0.37708 -3.37572 -2.21 0.49 -1.13
C 0.80379 1.80434 3.56615 0.50 -2.72 -1.18
C 0.48580 0.93640 2.40319 0.15 2.84 1.83
C -1.96468 -1.19061 -2.65569 -1.39 -2.17 1.93
N -0.59972 -0.90856 -2.65718 1.14 -0.03 0.18
N 0.45294 -1.90756 -2.75276 1.15 2.48 1.88
N 2.12397 0.95281 -1.02600 -2.51 -0.03 1.41
C 2.36150 0.86610 5.10932 1.25 -0.30 -0.46
C 2.84275 -2.00734 -1.80291 1.69 1.02 -1.27
C 0.30686 -3.32840 -3.12444 0.05 0.75 -0.84
C 2.20728 2.98489 0.89748 -1.98 -2.58 1.37
P 2.39880 1.19170 0.65697 4.90 -0.74 -0.24
H -5.87876 -1.72022 -2.47948 0.22 -0.09 0.09
H -2.24912 3.23347 4.01426 0.97 -0.83 0.00
H -2.80227 1.69421 1.98674 -0.19 0.47 0.30
H -4.36506 -2.95660 -0.88818 0.42 0.45 -1.11
H -4.89587 -0.05206 -3.92536 -0.27 0.80 -0.56
H 0.06828 3.17945 4.91902 0.56 1.62 2.27
H -1.09581 0.43596 1.02046 0.53 0.30 0.19
H -1.76686 -2.53885 -0.93702 -0.93 -0.31 -0.51
H -2.48664 0.47864 -4.03883 0.12 -1.29 0.94
H 3.05055 0.80980 -1.28164 1.97 -0.33 -0.97
H 3.02301 1.30117 5.87573 -0.57 0.13 -0.11
H 3.00782 0.11377 4.60920 -0.81 -0.20 0.47
H 1.42310 0.50296 5.52509 0.24 -0.32 0.12
H 2.77839 -2.93551 -1.20205 0.12 0.61 -0.40
H 3.28429 -2.17344 -2.82315 -0.53 -0.69 0.73
H 3.65804 -1.29100 -1.43317 -1.49 -1.03 0.32
H 0.85180 -3.88520 -2.37714 -0.02 -0.42 0.11
H 0.69658 -3.59430 -4.14848 -0.05 0.67 0.94
H -0.73839 -3.63434 -3.16138 -0.01 0.20 0.42
H 1.32997 3.20267 1.47695 -0.46 0.26 0.24
H 3.03989 3.28836 1.41355 2.06 0.73 1.27
H 2.12487 3.44180 -0.01063 -0.13 1.08 -2.52
```
Forces are in eV/Å.

- LUMO level: 0.63 eV
- Maximum force: 5.51 eV Å⁻¹
- SMILES: COc1ccccc1O[P@@](C)(=O)Nc1c(C)n(C)n(-c2ccccc2)c1=O
- E_tot: -1543.7170 hartree
- Charge: 0


Entry 2:
Molecular formula: C3H5NO2
Method: DFT, ωB97M-V with the def2-TZVPD basis set

```
11
Properties=species:S:1:pos:R:3:forces:R:3
N -0.23114 -0.53175 -2.38796 -0.06 0.08 0.32
C -0.24130 -0.40292 -1.14800 -0.08 -0.07 -0.27
O 0.80777 -0.94725 -0.36806 -0.03 -0.09 0.15
C 0.64538 -0.77739 0.91959 -0.29 -0.01 -0.16
C -0.66699 -0.04563 1.02027 0.06 -0.05 0.20
O -1.12034 0.17649 -0.32173 0.06 -0.05 -0.14
H -1.06178 -0.11347 -2.79837 0.05 0.01 -0.02
H 1.84315 1.53331 0.82965 0.09 0.07 0.02
H 1.97972 0.87453 1.15317 0.13 0.23 0.00
H -1.38021 -0.67781 1.56052 0.03 0.04 -0.07
H -0.57426 0.91190 1.54091 0.06 -0.18 -0.04
```
Forces are in eV/Å.

- LUMO level: 0.18 eV
- Maximum force: 0.33 eV Å⁻¹
- E_tot: -322.4114 hartree
- Charge: 0


Entry 3:
Molecular formula: C5H31NO11
Method: DFT, ωB97M-V with the def2-TZVPD basis set

```
48
Properties=species:S:1:pos:R:3:forces:R:3
C 2.10004 2.53236 -0.64209 1.25 -1.20 -2.62
O 2.80224 1.56955 0.13421 0.03 -0.23 0.92
C 1.01922 1.86653 -1.61381 2.89 3.52 1.03
C -0.14390 2.71740 -1.88748 -1.64 2.67 1.26
C -1.26661 1.81190 -2.25885 -1.54 -0.37 -0.74
C -3.10676 0.47056 -1.58793 3.75 1.37 6.42
N -2.02684 1.10167 -1.20367 -1.54 -0.41 -1.09
H 1.58504 3.13948 0.10727 0.34 0.46 -0.51
H 2.89360 2.98914 -1.34413 -1.42 0.36 1.43
H 3.49882 1.01333 -0.27350 -0.68 0.49 -0.74
H 1.43237 1.60788 -2.56249 0.65 -0.58 -0.49
H 0.73163 1.05218 -1.09458 -1.05 -2.87 1.33
H -0.55690 3.37287 -1.04684 0.83 -1.19 -0.15
H 0.04730 3.58781 -2.57787 -0.12 -1.41 -0.18
H -1.96920 2.35104 -2.83082 -1.11 0.92 -0.70
H -0.97033 1.04946 -2.93557 0.86 -0.80 -0.72
H -3.59162 0.01785 -0.71149 -0.20 -0.15 -0.65
H -3.55056 0.35124 -2.47033 -1.30 -0.12 -4.04
H -0.54776 1.02525 3.35592 1.08 -1.87 -1.63
H -0.39311 2.27083 3.94952 1.15 2.11 0.53
O -0.98491 1.55868 3.96782 -1.55 0.18 1.63
H -2.10290 -1.40446 3.18335 -0.96 -0.52 0.84
H -1.56100 -0.14476 2.68645 -1.04 3.97 -0.14
O -1.44102 -1.03697 2.62941 1.56 -3.81 -0.78
H -2.53037 2.21598 2.30754 -0.06 -1.59 -0.71
H -2.53675 1.30053 1.03119 0.32 0.36 -2.47
O -2.61657 1.28937 1.95407 -0.43 1.22 2.60
H 2.20144 -3.13424 -2.00001 1.32 0.21 2.07
H 2.47893 -2.94582 -0.52909 -3.22 0.65 4.80
O 2.92434 -3.06561 -1.27654 2.02 -1.27 -6.75
H 3.99805 -1.23396 -1.71825 -0.29 -1.96 -1.40
H 3.62128 -1.12639 -0.18925 0.99 0.90 -2.64
O 3.99540 -0.64156 -1.01214 -0.47 1.50 4.27
H -2.94048 -2.61972 0.30762 0.54 0.55 0.01
H -1.75884 -1.62327 0.37930 1.87 4.34 2.96
O -2.09953 -2.30485 -0.06434 -3.14 -5.30 -3.17
H 1.85311 0.72070 1.34629 1.33 1.85 -2.65
H 1.98039 0.22282 2.66863 -0.58 -0.47 0.15
O 1.38318 0.15740 1.90407 -0.60 -1.11 3.21
H -1.07034 -3.56198 1.08581 0.11 -0.68 -0.37
H -0.92400 -3.01777 2.36562 0.40 0.10 0.88
O -0.76074 -3.87017 1.95447 -0.33 0.47 -0.49
H 0.06898 -1.03350 1.10513 0.39 -0.29 -0.80
H 0.30144 -0.26427 -0.21903 -0.40 -2.15 0.75
O 0.12865 -1.19623 0.13391 0.35 2.41 0.04
H -0.06327 -3.78558 -1.51439 0.43 0.70 -0.82
H 0.14227 -2.40805 -1.13885 -0.56 2.56 2.56
O 0.32660 -2.94466 -1.85423 -0.23 -3.50 -2.26
```
Forces are in eV/Å.

- LUMO level: 0.26 eV
- Maximum force: 7.56 eV Å⁻¹
- SMILES: C=NCCCCO.O.O.O.O.O.O.O.O.O.O
- E_tot: -1091.3652 hartree
- Charge: 0


Entry 4:
Molecular formula: C5H11NO
Method: DFT, ωB97M-V with the def2-TZVPD basis set

```
18
Properties=species:S:1:pos:R:3:forces:R:3
C 0.58200 0.69981 1.06405 -0.36 -0.96 -1.01
C -1.02933 -2.11036 -1.15863 0.41 1.08 1.33
C 1.17664 2.09591 0.95141 -0.12 0.07 -0.35
N -0.75319 -1.12273 -0.01643 -1.37 -1.37 -2.20
C -0.07733 0.05991 -0.24714 1.25 1.48 1.66
C -0.02414 0.70822 -1.42041 -0.21 -0.33 -0.18
O -0.50733 -1.82574 1.16705 -0.06 0.48 0.44
H -1.22611 -1.51332 1.74590 0.40 -0.38 -0.15
H 1.37800 0.01187 1.37246 -0.25 -0.01 0.08
H -0.16635 0.71170 1.86456 0.04 -0.18 -0.15
H -1.60667 -1.63803 -1.95705 0.18 0.14 0.25
H -0.08464 -2.49124 -1.55605 -0.03 0.06 -0.04
H -1.61597 -2.94564 -0.76533 0.16 0.32 0.12
H 0.48558 1.65601 -1.54299 -0.09 -0.13 0.30
H -0.52898 0.33812 -2.30447 0.13 -0.12 0.03
H 0.41258 2.83232 0.68206 0.14 -0.06 -0.04
H 1.97970 2.13175 0.20825 -0.14 0.04 0.07
H 1.60554 2.40144 1.91275 -0.10 -0.14 -0.14
```
Forces are in eV/Å.

- LUMO level: 0.87 eV
- Maximum force: 2.93 eV Å⁻¹
- SMILES: C=C(CC)N(C)O
- E_tot: -327.0117 hartree
- Charge: 0